The following is a DFT calculation (the ωB97M-V functional and the def2-TZVPD basis) of a structure of composition C32H37BaI2N3O6Sb2 at a distorted geometry.

```
! wB97M-V def2-TZVPD RIJCOSX def2/J DEFGRID3
* xyz 0 1
H -6.46 2.39 0.55
C -0.56 -3.33 -2.37
H -6.07 0.26 1.56
H -3.93 -0.19 -1.82
H 5.11 -1.43 2.42
H 1.87 3.42 5.40
N -3.61 1.50 -0.64
C -3.25 1.86 0.73
C -2.59 -2.17 2.51
H 5.40 -5.31 -1.62
N -5.37 0.63 0.91
O -3.03 -4.51 2.99
C -3.70 0.05 -0.78
H -1.61 -3.37 -2.05
H -1.18 6.11 0.01
H -0.48 -3.73 -3.38
H -4.78 3.19 -0.89
C 2.03 -1.45 -3.27
O -1.34 -0.21 1.91
O 1.14 2.27 -0.42
H 0.03 -3.92 -1.67
H 2.43 -0.44 -3.28
H -5.60 -1.01 -0.39
C -0.24 5.46 1.82
C -2.34 -3.64 2.51
C -4.79 -0.53 0.15
H 5.67 -0.69 -1.65
C 4.58 -0.76 -1.68
C -1.41 -1.49 1.98
O 0.65 -2.30 0.95
H 6.28 1.14 0.39
C 1.91 2.34 3.54
H 4.22 0.00 -2.37
I -0.94 7.17 2.87
H -2.74 -0.39 -0.54
H 1.84 -4.06 -3.60
C 2.73 -3.83 -3.03
H -5.12 1.89 -2.02
H -0.70 0.47 -4.22
H -1.99 -0.71 -3.94
C 0.89 4.48 3.82
H 5.94 -2.97 -1.14
Ba 0.67 0.16 0.64
H 0.60 5.32 4.44
C 0.53 4.47 2.46
Sb 0.09 -1.28 -2.28
H -2.31 1.38 1.01
H -3.85 0.53 2.37
H 1.76 -1.69 -4.31
C -6.01 1.59 -0.03
C 4.17 -2.16 -2.05
C 0.69 3.23 0.28
H -4.38 -1.22 0.89
H 5.18 1.80 1.62
C -1.03 -3.83 1.79
C -0.92 -0.59 -4.06
H 4.97 2.25 -0.07
Sb 3.92 -0.22 0.33
C 5.13 -1.66 1.36
C 5.02 -3.21 -1.66
C -4.30 1.30 1.73
H 4.72 -2.65 1.20
H -6.79 1.06 -0.57
C 0.96 3.34 1.70
C 1.59 3.43 4.35
C 4.73 -4.53 -1.93
C -0.46 -2.47 1.53
H 3.33 -5.87 -2.86
C -0.13 4.26 -0.24
H 2.43 1.48 3.94
H -0.60 -1.16 -4.93
C -4.89 2.11 -0.98
N 1.62 2.29 2.26
O -3.64 -1.61 2.83
C 3.57 -4.85 -2.63
H -4.77 2.08 2.33
H 6.16 -1.61 1.00
C 5.26 1.44 0.60
C 2.99 -2.48 -2.75
I -0.65 3.99 -2.27
H -3.16 2.94 0.81
O -0.54 -4.87 1.43
C -0.58 5.35 0.49
*
```

Values from the calculation:
energy above the lowest of the compared OMol25 structures with the same formula, charge and spin	1.531	eV
largest force on an atom	0.025	hartree/bohr
HOMO-LUMO gap	6.74	eV
E_tot	-2958.6577	hartree

These are the Löwdin partial charges, in e, on atoms 1 to 6: H 0.1289; C -0.3068; H 0.1908; H 0.1229; H 0.0012; H 0.1064